Entry 1:
2 unconnected molecules or ions with the total composition C35H34F6N4S2. Source: OMol25; level of theory: ωB97M-V/def2-TZVPD.

Geometry as ORCA input:
```
! RIJCOSX wB97M-V def2-TZVPD def2/J DEFGRID3
* xyz 0 1
C 4.5045 -0.0830 -2.7240
N 3.9499 0.5180 -1.5258
C 3.2891 1.7765 -1.7943
C 2.8451 2.4470 -0.5006
N 2.1470 1.5163 0.3732
C 1.4549 2.0992 1.4579
S 0.8989 3.6781 1.3364
S 1.2195 1.2036 2.8694
C 2.7616 0.2120 0.5849
C 3.1268 -0.3995 -0.7642
H 5.0524 -0.9900 -2.4489
H 3.7361 -0.3546 -3.4686
H 5.1989 0.6239 -3.1875
H 4.0063 2.4290 -2.3110
H 2.4090 1.6468 -2.4607
H 3.7493 2.8842 -0.0322
H 2.1538 3.2669 -0.7676
H 3.6801 0.2498 1.2014
H 2.0466 -0.4641 1.0748
H 2.1962 -0.6665 -1.3058
H 3.7045 -1.3190 -0.6175
F 9.5269 1.8283 7.5429
C 8.5786 1.6957 6.5812
F 7.5630 2.5809 6.8557
F 9.1286 2.0884 5.3802
C 8.0290 0.3055 6.4498
N 6.9384 0.3300 5.4642
C 7.2272 -0.1737 4.1681
C 7.1616 -1.5587 3.9370
C 7.4999 -2.0692 2.6925
C 7.9374 -1.2080 1.6780
C 7.9997 0.1703 1.9085
C 7.6590 0.6880 3.1485
C 5.6420 0.5995 5.8289
C 4.7661 1.1448 4.8595
C 3.4713 1.4472 5.1805
C 2.8969 1.0532 6.4219
C 1.5093 1.1919 6.6483
C 0.8183 0.5661 7.7346
C -0.2780 1.1973 8.3888
C -0.9594 0.5869 9.4231
C -0.6373 -0.7306 9.8230
N -1.2862 -1.3671 10.8625
C -1.9677 -0.6061 11.9199
C -0.9829 -0.3094 13.0168
F -1.4487 0.5728 13.9430
F -0.6448 -1.4760 13.6657
F 0.1787 0.2021 12.4859
C -1.4503 -2.7790 10.8795
C -0.5244 -3.5934 11.5504
C -0.6769 -4.9751 11.5248
C -1.7646 -5.5541 10.8674
C -2.7203 -4.7423 10.2463
C -2.5871 -3.3578 10.2847
C 0.4421 -1.3781 9.1796
C 1.1699 -0.7343 8.1997
C 3.8123 0.5624 7.4124
C 5.1502 0.3669 7.1341
H 8.8161 -0.3405 6.0593
H 7.6747 -0.0245 7.4264
H 6.8222 -2.2006 4.7529
H 7.4447 -3.1411 2.5188
H 8.2370 -1.6068 0.7130
H 8.3379 0.8484 1.1276
H 7.7136 1.7570 3.3694
H 5.1505 1.3387 3.8556
H 2.8351 1.9160 4.4217
H 0.9406 1.8542 5.9958
H -0.5839 2.1899 8.0517
H -1.7871 1.1024 9.9141
H -2.3612 0.3425 11.5503
H -2.7576 -1.2373 12.3312
H 0.3047 -3.1092 12.0706
H 0.0604 -5.5931 12.0309
H -1.8654 -6.6350 10.8438
H -3.5733 -5.1846 9.7406
H -3.3255 -2.6951 9.8306
H 0.7025 -2.3922 9.4915
H 1.9942 -1.2684 7.7274
H 3.4399 0.3349 8.4098
H 5.8258 -0.0100 7.9057
*
```

The HOMO energy comes out at -0.2048 Eh. The gap between HOMO and LUMO comes out at 3.209 eV.


Entry 2:
A molecular structure, C9H29AgO11. Source: OMol25; level of theory: ωB97M-V/def2-TZVPD.

Geometry as ORCA input:
```
! RIJCOSX wB97M-V def2-TZVPD def2/J DEFGRID3
* xyz 0 1
Ag -18.8199 12.5231 4.2385
O -16.8538 12.8384 7.6722
C -16.2875 13.0561 6.4326
O -16.4404 12.2355 5.5081
O -15.8174 14.2102 6.2698
H -16.3656 13.6733 7.8863
C -20.4639 9.8212 4.0063
O -20.9469 11.1301 3.6889
H -20.3939 9.2297 3.0926
H -19.4539 9.9761 4.3857
H -21.0981 9.4340 4.8038
H -21.7557 10.9782 3.1921
C -21.1801 14.3094 2.3953
O -19.8063 13.9981 2.2195
H -21.4186 15.3213 2.7418
H -21.6765 14.3394 1.4220
H -21.7170 13.7169 3.1328
H -19.4262 14.4155 1.4413
C -18.8149 9.8365 7.3633
O -19.5511 10.9470 6.9138
H -17.7403 9.8760 7.1863
H -19.0977 9.6123 8.3953
H -19.1426 8.9190 6.8647
H -19.0080 11.7327 7.0490
C -20.3810 14.8399 5.9528
O -20.5260 13.4373 5.7354
H -21.3109 15.4058 5.8414
H -20.0715 15.0596 6.9765
H -19.6848 15.2611 5.2288
H -21.1675 13.1682 6.4000
C -14.9380 14.6551 3.1033
C -16.3343 15.2599 2.8440
O -17.1868 14.8887 3.9547
O -15.0900 13.2675 2.9338
H -14.6803 14.9779 4.1144
H -14.1880 15.0607 2.4238
H -16.6893 14.9717 1.8540
H -16.3244 16.3523 2.8860
H -16.6407 14.5469 4.6857
H -15.4585 12.8670 3.7363
C -18.3367 11.4228 0.8215
C -17.5848 10.4548 1.7455
O -17.2445 11.0881 2.9703
O -19.7426 11.4301 0.8673
H -18.1069 11.2774 -0.2381
H -17.9260 12.4292 0.9570
H -16.6080 10.2759 1.2910
H -18.2179 9.5829 1.9182
H -16.9060 10.4267 3.5823
H -20.0572 12.2968 1.1333
*
```

The HOMO energy comes out at -0.3274 Eh. The gap between HOMO and LUMO comes out at 9.151 eV.


Entry 3:
A single C6H6O2 molecule. Source: OMol25; level of theory: ωB97M-V/def2-TZVPD.

Geometry as ORCA input:
```
! RIJCOSX wB97M-V def2-TZVPD def2/J DEFGRID3
* xyz 0 1
C 2.2253 -0.0352 0.2082
C 1.6706 1.1532 -0.0920
C 0.3131 0.7903 -0.2692
C 0.3204 -0.4981 -0.4301
O 1.5153 -0.9773 -0.0979
C -1.0580 -1.0755 0.0245
C -1.7343 0.2725 0.1569
O -0.8924 1.3359 -0.0345
H 3.2454 -0.1809 0.4562
H 2.0124 2.0583 -0.1248
H -1.8169 -1.2978 -0.9780
H -1.0300 -1.9397 0.7027
H -2.1675 0.3257 1.1567
H -2.6034 0.0688 -0.6788
*
```

The HOMO energy comes out at -0.2994 Eh. As for the SMILES: c1cc2c(o1)CCO2. The gap between HOMO and LUMO comes out at 9.045 eV.


Entry 4:
A molecular structure, C38H35Br12F5O3. Source: OMol25; level of theory: ωB97M-V/def2-TZVPD.

Geometry as ORCA input:
```
! RIJCOSX wB97M-V def2-TZVPD def2/J DEFGRID3
* xyz 1 2
C -0.1813 1.2390 -0.0255
C -0.6354 0.3039 -1.0532
C 0.2141 -0.9396 -1.2336
O -0.7068 -2.0283 -1.2047
C -1.9188 -1.6330 -0.7511
O -2.9054 -2.2991 -0.5388
O -1.8807 -0.2389 -0.6155
H 0.8958 1.3649 -0.1360
H -0.3781 0.9956 1.0186
H -0.6708 2.2128 -0.0402
H -0.9286 0.8239 -1.9652
H 0.8740 -1.0302 -0.3709
H 0.7997 -0.8496 -2.1485
F -1.2261 2.7153 -3.0346
C -1.2226 4.0350 -3.3662
C -1.0738 4.3525 -4.7063
C -1.1102 5.7068 -5.1090
C -1.4221 6.6330 -4.1191
C -1.7090 6.3183 -2.8129
C -1.5048 5.0025 -2.3923
H -0.9680 3.6470 -5.5171
H -0.9983 5.9820 -6.1473
H -1.3136 7.6234 -4.5359
H -1.9188 7.0772 -2.0737
H -1.4746 4.6690 -1.3655
F -2.1269 -0.9653 5.9854
C -2.6404 -1.6969 5.0522
C -2.2375 -3.0057 4.9165
C -2.7237 -3.6857 3.7954
C -3.4287 -3.0943 2.8113
C -3.6364 -1.7196 2.8509
C -3.3247 -1.0456 4.0025
H -1.5890 -3.4699 5.6447
H -2.5963 -4.7577 3.8266
H -3.8064 -3.5636 1.9150
H -4.1519 -1.2226 2.0425
H -3.4590 0.0210 4.1065
F -0.3509 -8.8645 -1.4540
C -0.8497 -7.7609 -0.8534
C -1.4142 -7.8946 0.4005
C -1.9438 -6.7558 1.0233
C -1.8410 -5.5022 0.4121
C -1.2841 -5.4322 -0.8296
C -0.7069 -6.5572 -1.4524
H -1.5496 -8.9247 0.6952
H -2.4213 -6.7865 1.9915
H -2.4172 -4.6556 0.7550
H -1.1370 -4.4758 -1.3092
H -0.0800 -6.5382 -2.3316
F -0.4140 6.5069 0.4229
C 0.4974 6.1536 1.3596
C 1.3884 7.1399 1.7507
C 2.3569 6.8137 2.7075
C 2.3502 5.6402 3.3237
C 1.3932 4.6909 3.0205
C 0.4367 4.9039 2.0247
H 1.4315 8.1519 1.3762
H 3.0870 7.5636 2.9740
H 3.1146 5.4160 4.0529
H 1.3664 3.7005 3.4505
H -0.3636 4.2202 1.7831
F 0.7335 -1.7959 2.4198
C 1.6468 -2.7234 1.8821
C 2.9305 -2.2762 1.5482
C 3.8249 -3.2218 1.0754
C 3.4043 -4.5619 0.8118
C 2.1181 -4.8920 1.0402
C 1.1960 -3.9916 1.5781
H 3.1727 -1.2566 1.8093
H 4.7673 -2.7769 0.7918
H 4.1305 -5.2649 0.4311
H 1.8477 -5.9154 0.8261
H 0.1268 -4.1146 1.6689
C 4.2393 1.0295 -2.5115
Br 5.6407 -0.0006 -3.4682
Br 4.0840 0.4065 -0.6376
Br 2.5014 0.5738 -3.4405
H 4.4146 2.0960 -2.6528
C 2.1685 5.3558 -1.9142
Br 2.2655 5.3886 -3.9163
Br 3.3780 6.6342 -0.9684
Br 2.3691 3.5129 -1.0775
H 1.1766 5.7285 -1.6584
C 3.5355 -4.2146 -3.0602
Br 5.0766 -3.2469 -2.2352
Br 1.8659 -3.4691 -2.3420
Br 3.7367 -6.1547 -2.7051
H 3.5645 -4.0662 -4.1397
C -4.3178 1.6132 0.5672
Br -6.1215 2.1591 1.1132
Br -2.9774 2.5643 1.7756
Br -3.9301 2.1002 -1.3293
H -4.1333 0.5498 0.7196
*
```

The HOMO energy (alpha / beta) comes out at -0.4042 / -0.4042 Eh. The gap between HOMO and LUMO (alpha / beta) comes out at 7.003 / 2.644 eV.


Entry 5:
6 unconnected molecules or ions with the total composition C6H21NO5. Source: OMol25; level of theory: ωB97M-V/def2-TZVPD.

Geometry as ORCA input:
```
! RIJCOSX wB97M-V def2-TZVPD def2/J DEFGRID3
* xyz 0 1
C -1.7689 1.6402 -1.0108
N -1.2871 0.5209 -0.7128
C -1.5753 0.1178 0.6512
C -2.7812 0.1378 1.0104
C -0.3081 -0.2809 1.3837
C -0.3051 -1.6948 2.1600
C 0.4103 -2.8677 1.5182
H -1.9471 2.0360 -2.0394
H -1.7848 2.5541 -0.5101
H -3.6608 0.3235 0.2260
H -2.9875 -0.1774 2.0837
H -0.2515 0.4804 2.2469
H 0.5531 -0.1810 0.6781
H -1.3821 -1.9017 2.3302
H 0.2430 -1.4811 3.0869
H 1.4523 -2.4728 1.2102
H 0.4808 -3.7919 2.0839
H -0.2009 -3.1521 0.4793
O 3.3213 -0.0041 -1.2213
H 2.8057 -0.1425 -1.9461
H 3.8721 -0.8299 -1.1353
O -1.5560 -1.8888 -3.3668
H -0.7212 -2.2295 -2.8690
H -2.2534 -1.9941 -2.7672
O 0.7121 4.0710 1.1496
H -0.1828 4.1545 1.3977
H 1.1056 3.3124 1.6362
O 1.1009 1.0125 -3.5445
H 0.5851 1.7147 -3.5204
H 0.6216 0.2659 -3.1888
O 2.5372 1.2330 1.0891
H 2.1451 0.2889 1.1265
H 3.0077 1.2267 0.2847
*
```

The HOMO energy comes out at -0.3428 Eh. As for the SMILES: C=NC(=C)CCC.O.O.O.O.O. The gap between HOMO and LUMO comes out at 9.612 eV.


Entry 6:
A molecular structure, C34H27BeF3NO2. Source: OMol25; level of theory: ωB97M-V/def2-TZVPD.

Geometry as ORCA input:
```
! RIJCOSX wB97M-V def2-TZVPD def2/J DEFGRID3
* xyz -1 1
Be 0.2838 1.2079 0.9900
O 1.7367 1.2969 0.4080
C 2.4828 0.1752 0.1546
C 2.5652 -0.6681 1.4617
C 1.2322 -1.1683 1.9571
C 1.1080 -2.4382 2.5128
C -0.1373 -2.8748 2.9374
C -1.2335 -2.0427 2.7713
C -1.0458 -0.7899 2.2078
C -2.1603 0.1581 1.9192
C -2.1798 0.5675 0.4146
O -1.0161 1.2004 0.0744
C -3.3795 1.5261 0.2506
C -4.7011 1.1000 0.3600
C -5.7510 1.9987 0.2424
C -5.4937 3.3439 0.0117
C -4.1799 3.7751 -0.0961
C -3.1295 2.8734 0.0228
C -2.4130 -0.6444 -0.5027
C -1.9298 -0.5768 -1.8057
C -2.1757 -1.6001 -2.7070
C -2.8896 -2.7262 -2.3177
C -3.3539 -2.8170 -1.0148
C -3.1206 -1.7804 -0.1191
N 0.1737 -0.3673 1.8451
C 3.9316 0.5900 -0.1681
C 4.3257 1.8997 0.0697
C 5.6349 2.2948 -0.1778
C 6.5649 1.3858 -0.6608
C 6.1759 0.0733 -0.8991
C 4.8682 -0.3183 -0.6556
C 1.9612 -0.6165 -1.0499
C 1.8140 -1.9961 -1.0814
C 1.4459 -2.6478 -2.2557
C 1.2293 -1.9231 -3.4142
C 1.3490 -0.5368 -3.3856
C 1.7018 0.1067 -2.2135
H 2.9827 0.0174 2.2042
H 3.2492 -1.5157 1.3743
H 1.9841 -3.0678 2.5973
H -0.2544 -3.8574 3.3779
H -2.2274 -2.3516 3.0650
H -1.9824 1.0821 2.4700
H -3.1154 -0.2527 2.2492
H -4.9197 0.0508 0.5220
H -6.7727 1.6470 0.3264
H -6.3116 4.0482 -0.0819
H -3.9665 4.8232 -0.2692
H -2.0983 3.1925 -0.0458
H -1.3471 0.2909 -2.0846
H -1.7938 -1.5258 -3.7176
H -3.0725 -3.5296 -3.0213
H -3.9000 -3.6953 -0.6904
H -3.4961 -1.8724 0.8923
H 3.5813 2.5884 0.4476
H 5.9288 3.3210 0.0089
H 7.5845 1.6964 -0.8547
H 6.8912 -0.6441 -1.2840
H 4.5654 -1.3384 -0.8665
H 1.9911 -2.5859 -0.1905
H 1.3268 -3.7247 -2.2575
H 0.9487 -2.4296 -4.3299
H 1.1608 0.0420 -4.2824
H 1.7870 1.1857 -2.1750
F 1.4209 2.6579 3.0332
C 0.2462 2.5081 2.3228
F 0.0177 3.7808 1.8231
F -0.7037 2.4182 3.3510
*
```

The HOMO energy comes out at -0.1946 Eh. The gap between HOMO and LUMO comes out at 7.969 eV.


Entry 7:
A single C4H5N3 molecule. Source: OMol25; level of theory: ωB97M-V/def2-TZVPD.

Geometry as ORCA input:
```
! RIJCOSX wB97M-V def2-TZVPD def2/J DEFGRID3
* xyz 0 1
N 0.8467 -1.8782 0.9666
C 1.0378 -0.6462 0.5689
C -0.2945 -0.1000 0.0510
N -0.4997 1.1238 0.8148
C -0.4237 2.0489 -0.0639
N -0.2064 1.6635 -1.4139
C -0.1563 0.3836 -1.3560
H -0.0527 -2.3416 0.8797
H 1.5532 -2.3742 1.4918
H -1.2051 -0.7317 0.1445
H -0.5833 3.1020 0.1426
H -0.0159 -0.2501 -2.2261
*
```

The HOMO energy comes out at -0.3284 Eh. The gap between HOMO and LUMO comes out at 9.568 eV.


Entry 8:
A molecular structure, C36H39N3OP2PtS. Source: OMol25; level of theory: ωB97M-V/def2-TZVPD.

Geometry as ORCA input:
```
! RIJCOSX wB97M-V def2-TZVPD def2/J DEFGRID3
* xyz 2 1
Pt 0.9106 0.8024 -0.7418
C 5.0983 1.6535 0.3769
C 3.9391 1.6892 -0.5659
O 3.0219 0.8522 -0.4555
N 3.9291 2.6207 -1.5219
C 2.8357 2.7624 -2.4777
C 1.7321 3.5726 -1.8470
C 1.6274 4.9343 -2.0680
C 0.7139 5.6808 -1.3394
C -0.0509 5.0376 -0.3799
C 0.0879 3.6724 -0.2293
N 0.9346 2.9392 -0.9678
H 5.1545 0.6667 0.8275
H 4.9302 2.3857 1.1692
H 6.0351 1.8941 -0.1222
H 4.6701 3.3046 -1.5299
H 2.4840 1.7684 -2.7578
H 3.2205 3.2461 -3.3720
H 2.2700 5.4035 -2.8004
H 0.6179 6.7452 -1.5037
H -0.7509 5.5753 0.2429
H -0.4849 3.1332 0.5145
C -1.0432 0.6913 5.5795
S -2.4365 -0.4424 5.4201
C -1.8317 -1.4706 4.0669
C -1.8577 -0.7721 2.7106
C -1.4752 -1.7511 1.6002
N -0.9039 -1.1515 0.3761
P -1.2629 0.2126 -0.5831
C -1.6657 -0.4478 -2.2212
C -1.2606 0.2477 -3.3570
C -1.5582 -0.2475 -4.6184
C -2.2551 -1.4406 -4.7465
C -2.6584 -2.1381 -3.6146
C -2.3678 -1.6430 -2.3541
C -2.8254 0.9542 -0.0816
C -3.8584 0.0737 0.2534
C -5.1269 0.5592 0.5138
C -5.3813 1.9228 0.4326
C -4.3680 2.7946 0.0664
C -3.0934 2.3131 -0.1943
P 0.7395 -1.3601 -0.0809
C 1.7643 -1.5432 1.3833
C 2.7788 -2.4972 1.4257
C 3.6342 -2.5497 2.5182
C 3.4857 -1.6506 3.5624
C 2.4904 -0.6796 3.5115
C 1.6410 -0.6178 2.4227
C 0.8579 -2.8352 -1.0747
C 0.9847 -2.7097 -2.4566
C 0.9460 -3.8410 -3.2571
C 0.7647 -5.0888 -2.6792
C 0.6275 -5.2152 -1.3011
C 0.6752 -4.0927 -0.4933
H -1.1734 1.2299 6.5158
H -1.0020 1.4170 4.7676
H -0.1083 0.1325 5.6343
H -2.4751 -2.3530 4.0526
H -0.8207 -1.8128 4.3062
H -1.1589 0.0681 2.7153
H -2.8478 -0.3512 2.5537
H -2.3183 -2.3977 1.3433
H -0.6942 -2.4110 1.9859
H -0.7158 1.1816 -3.2624
H -1.2442 0.2956 -5.4996
H -2.4839 -1.8290 -5.7299
H -3.1970 -3.0707 -3.7148
H -2.6608 -2.2101 -1.4786
H -3.6868 -0.9928 0.3002
H -5.9195 -0.1276 0.7772
H -6.3732 2.3003 0.6395
H -4.5697 3.8527 -0.0280
H -2.3302 3.0078 -0.5246
H 2.9121 -3.1976 0.6122
H 4.4131 -3.2990 2.5513
H 4.1459 -1.7017 4.4178
H 2.3831 0.0308 4.3204
H 0.8836 0.1553 2.3777
H 1.1095 -1.7309 -2.9043
H 1.0529 -3.7475 -4.3291
H 0.7295 -5.9716 -3.3035
H 0.4901 -6.1915 -0.8569
H 0.5741 -4.1995 0.5802
*
```

The HOMO energy comes out at -0.4590 Eh. The gap between HOMO and LUMO comes out at 7.021 eV.


| no. | electronic energy (eV) |
| --- | --- |
| 1 | -80780.8549 |
| 2 | -36322.1276 |
| 3 | -10409.0132 |
| 4 | -900201.4812 |
| 5 | -18286.2754 |
| 6 | -49842.1466 |
| 7 | -8696.4552 |
| 8 | -77132.4201 |